The following is a DFT calculation (ωB97M-V with the def2-TZVPD basis set) of an isolated molecule of C5H5NO3.

Properties
Orbital gap   10.70 eV
SMILES string   C#CC(=O)N(C)C(=O)O
Total energy   -12895.66043 eV
Energy above the lowest of the compared OMol25 structures with the same formula, charge and spin   51.4 kcal/mol
Strongest force on any atom   0.08281 hartree/bohr

ORCA input file:
```
! RIJCOSX wB97M-V def2-TZVPD def2/J DEFGRID3
* xyz 0 1
C -1.952 1.954 0.879
C -0.996 1.264 0.606
C 0.374 1.037 -0.191
O 1.214 1.904 -0.178
N 0.482 -0.317 -0.350
C 1.828 -0.862 -0.431
C -0.598 -1.116 0.299
O -0.311 -2.087 0.980
O -1.794 -1.111 -0.352
H -2.803 2.594 0.916
H 2.501 -0.393 0.291
H 1.829 -1.936 -0.233
H 2.211 -0.657 -1.435
H -1.984 -0.275 -0.801
*
```



The following is a DFT calculation (ωB97M-V with the def2-TZVPD basis set) of a cluster of 2 separate species, C5H5NOS in total.

Properties
Orbital gap   7.38 eV
Total energy   -19632.14091 eV
Energy above the lowest of the compared OMol25 structures with the same formula, charge and spin   158.0 kcal/mol
Strongest force on any atom   0.14342 hartree/bohr

ORCA input file:
```
! RIJCOSX wB97M-V def2-TZVPD def2/J DEFGRID3
* xyz 0 1
C -1.287 0.254 0.039
C 1.223 -0.320 -0.086
C 2.404 -0.982 0.000
C 0.860 1.131 -0.132
C -0.528 1.405 -0.078
H -2.695 -1.577 0.991
H 3.346 -0.299 0.007
H 2.596 -2.041 -0.285
H 1.425 1.956 -0.139
H -1.079 2.335 -0.007
N -2.579 0.268 0.035
O -3.346 -0.908 -0.264
S -0.340 -1.222 -0.082
*
```



The following is a DFT calculation (ωB97M-V with the def2-TZVPD basis set) of an isolated molecule of C5H5NOS.

Properties
Orbital gap   8.14 eV
SMILES string   CC(=S)c1cnoc1
Total energy   -19636.57082 eV
Energy above the lowest of the compared OMol25 structures with the same formula, charge and spin   55.8 kcal/mol
Strongest force on any atom   0.05993 hartree/bohr

ORCA input file:
```
! RIJCOSX wB97M-V def2-TZVPD def2/J DEFGRID3
* xyz 0 1
C -1.658 1.736 0.057
C -1.109 0.291 0.023
S -2.152 -0.973 -0.031
C 0.333 0.076 -0.039
C 1.407 1.066 -0.069
N 2.607 0.531 -0.034
O 2.357 -0.876 0.067
C 1.075 -1.108 0.010
H -2.708 1.787 0.189
H -1.411 2.342 -0.812
H -1.111 2.314 0.903
H 1.413 2.193 -0.110
H 0.862 -2.155 0.130
*
```



The following is a DFT calculation (ωB97M-V with the def2-TZVPD basis set) of a structure of composition C5H5O4P.

Properties
Orbital gap   6.35 eV
Total energy   -22743.07145 eV
Energy above the lowest of the compared OMol25 structures with the same formula, charge and spin   45.0 kcal/mol
Strongest force on any atom   0.09985 hartree/bohr

ORCA input file:
```
! RIJCOSX wB97M-V def2-TZVPD def2/J DEFGRID3
* xyz -2 1
C -1.219 -0.546 0.046
C -0.480 -1.993 1.498
C 0.082 -0.999 -0.320
C 0.549 -1.913 0.655
C 0.952 -0.514 -1.405
O 1.679 -2.296 -4.240
O 0.013 -3.305 -2.526
O -0.594 -1.156 -3.860
O -1.649 -1.024 1.154
P 0.411 -2.201 -3.434
H -1.868 0.139 -0.594
H -0.862 -2.484 2.386
H 0.457 0.287 -1.974
H 1.896 -0.121 -0.912
H 1.128 -1.401 -2.097
*
```



The following is a DFT calculation (ωB97M-V with the def2-TZVPD basis set) of a structure of composition C5H5OTb.

Properties
Orbital gap (spin up / spin down)   8.01 / 6.50 eV
Total energy   -29720.02476 eV
Energy above the lowest of the compared OMol25 structures with the same formula, charge and spin   40.5 kcal/mol
Strongest force on any atom   0.10469 hartree/bohr
Expectation value of S²   13.031

ORCA input file:
```
! RIJCOSX wB97M-V def2-TZVPD def2/J DEFGRID3
* xyz 2 7
C -2.003 -0.830 -0.553
C -2.087 -1.394 -1.744
C -1.994 0.313 -1.497
O -0.918 1.091 -1.535
Tb 0.539 0.994 0.134
H -2.148 -2.107 -0.321
H -2.756 -1.860 -2.468
H -2.932 0.833 -1.758
C 2.626 0.824 1.648
C 3.611 0.739 2.456
H 4.297 1.585 2.610
H 3.766 -0.189 3.029
*
```



The following is a DFT calculation (ωB97M-V with the def2-TZVPD basis set) of an isolated molecule of C5H6.

Properties
Orbital gap   9.83 eV
Total energy   -5276.58751 eV
Energy above the lowest of the compared OMol25 structures with the same formula, charge and spin   106.3 kcal/mol
Strongest force on any atom   0.13527 hartree/bohr

ORCA input file:
```
! RIJCOSX wB97M-V def2-TZVPD def2/J DEFGRID3
* xyz 0 1
C 1.930 0.502 -0.038
C -0.152 -0.816 -0.017
C -1.497 1.093 -0.033
C -1.529 -0.243 0.052
C 0.569 0.470 0.001
H 2.243 -0.608 -0.090
H 2.638 1.292 -0.017
H 0.277 -1.514 0.812
H 0.044 -1.290 -1.014
H -2.114 1.905 0.011
H -2.409 -0.791 0.334
*
```



The following is a DFT calculation (ωB97M-V with the def2-TZVPD basis set) of an isolated molecule of C5H6.

Properties
Orbital gap   9.72 eV
SMILES string   C#C/C=C/C
Total energy   -5278.55956 eV
Energy above the lowest of the compared OMol25 structures with the same formula, charge and spin   60.9 kcal/mol
Strongest force on any atom   0.15596 hartree/bohr

ORCA input file:
```
! RIJCOSX wB97M-V def2-TZVPD def2/J DEFGRID3
* xyz 0 1
C 0.378 -2.278 -1.298
C 0.153 -1.066 -0.933
C -0.462 -0.024 -0.231
C 0.298 0.830 0.417
C -0.266 1.858 1.440
H 0.851 -3.214 -1.709
H -1.518 0.044 -0.052
H 1.360 0.744 0.362
H -1.369 1.531 1.782
H 0.517 2.005 2.284
H -0.445 2.972 0.962
*
```



The following is a DFT calculation (ωB97M-V with the def2-TZVPD basis set) of a cluster of 2 separate species, C5H6BN4O4 in total.

Properties
Orbital gap   6.06 eV
Total energy   -20101.58927 eV
Energy above the lowest of the compared OMol25 structures with the same formula, charge and spin   8.3 kcal/mol
Strongest force on any atom   0.07273 hartree/bohr

ORCA input file:
```
! RIJCOSX wB97M-V def2-TZVPD def2/J DEFGRID3
* xyz -1 1
O -2.843 0.740 -0.675
N -2.575 -0.394 -0.199
C -1.232 -0.874 -0.099
C -0.152 0.076 -0.519
C 1.122 -0.642 -0.672
N 2.256 -0.169 -1.254
O 2.619 0.852 -1.809
O 3.238 -1.209 -1.029
N 2.696 -2.288 -0.326
C 1.359 -1.908 -0.117
N 0.395 -2.595 0.493
C -0.891 -2.126 0.467
O -3.469 -1.146 0.267
H -0.453 0.424 -1.506
H -1.697 -2.729 0.938
H -0.063 0.904 0.163
B -0.082 3.422 1.542
H 0.532 2.792 2.398
H 0.529 3.704 0.510
H -1.287 3.167 1.426
*
```